The following is a quantum chemistry calculation of the molecule C3H5ClN2OS at a distorted geometry, from OMol25.

Values from the calculation:
- Frontier orbital gap: 8.67 eV
- E_tot: -31572.50725 eV
- HOMO level: -9.36 eV
- SMILES: [H]/N=C\NOC(=S)CCl

Positions of all 13 atoms, in Å:
C 0.498 -1.554 0.174
C 0.564 -0.884 -1.199
C -0.531 1.659 0.755
H 0.438 -0.825 1.086
H 1.145 -2.487 0.192
H -1.928 0.443 0.168
H -1.063 1.682 1.744
H 0.849 2.261 -0.282
N -0.757 0.398 0.126
N 0.360 2.486 0.678
O -0.270 0.257 -1.319
S 1.758 -1.199 -2.393
Cl -1.061 -2.237 0.270

Atomic partial charges in e from the natural (NBO) method, atoms 1 to 2: number 1, C, carries -0.55; number 2, C, carries 0.23

The following is a quantum chemistry calculation of a 3-piece molecular cluster, C7H12 overall at a distorted geometry, from OMol25.

Values from the calculation:
- Frontier orbital gap: 9.55 eV
- E_tot: -7446.96218 eV
- HOMO level: -8.70 eV

Positions of all 19 atoms, in Å:
C 0.838 -0.915 1.806
C -0.340 -0.497 0.979
C -0.655 -1.217 -0.323
C -0.246 -0.191 -1.304
C 0.714 0.102 -2.106
C -0.505 0.953 -2.244
C -1.127 0.523 1.299
H 1.769 -1.005 1.245
H 0.561 -1.912 2.175
H 1.010 -0.272 2.682
H 1.916 1.773 1.216
H -0.062 -2.110 -0.550
H -1.717 -1.446 -0.418
H 1.400 -0.384 -2.769
H 1.000 1.956 0.396
H -1.075 0.838 -3.170
H -0.532 1.982 -1.903
H -2.171 0.552 0.998
H -0.777 1.270 1.988

Atomic partial charges in e from the natural (NBO) method, atoms 1 to 2: number 1, C, carries -0.65; number 2, C, carries 0.07

The following is a quantum chemistry calculation of C31H19Cl4N3O8PtS4 as an isolated structure, from OMol25.

Values from the calculation:
- Total charge: -2
- Frontier orbital gap: 7.25 eV
- E_tot: -149986.84532 eV
- HOMO level: -3.69 eV

Positions of all 70 atoms, in Å:
Pt 0.192 -0.153 -0.278
Cl -4.539 -1.762 -5.750
C -3.641 -1.228 -4.348
C -3.788 0.080 -3.899
C -3.079 0.496 -2.800
Cl -3.231 2.147 -2.292
C -2.202 -0.350 -2.055
O -1.629 0.174 -1.026
C -2.087 -1.677 -2.555
C -1.231 -2.717 -1.965
O -0.667 -2.678 -0.900
C -2.793 -2.082 -3.692
H -4.436 0.773 -4.418
H -1.127 -3.615 -2.611
H -2.664 -3.098 -4.048
O -3.516 -4.186 6.680
S -3.398 -3.381 7.879
O -4.658 -3.041 8.515
O -2.342 -3.791 8.792
C -2.774 -1.766 7.295
N -2.738 -0.789 8.205
C -2.242 0.369 7.803
C -1.785 0.588 6.513
C -1.881 -0.484 5.638
N -2.370 -1.657 6.035
C -1.435 -0.395 4.220
C -1.190 0.825 3.597
C -0.751 0.850 2.289
N -0.544 -0.271 1.590
C -0.795 -1.452 2.169
C -1.244 -1.552 3.472
H -2.202 1.163 8.544
H -1.364 1.541 6.227
H -1.347 1.765 4.107
H -0.538 1.772 1.766
H -0.624 -2.319 1.545
H -1.450 -2.516 3.917
O 0.708 -0.125 -2.221
C 1.556 0.752 -2.883
C 2.958 0.797 -2.285
C 3.680 -0.282 -1.877
C 4.993 0.059 -1.456
C 5.245 1.393 -1.567
S 3.882 2.241 -2.160
C 1.676 0.212 -4.305
C 2.473 0.609 -5.339
C 2.254 -0.152 -6.520
C 1.297 -1.108 -6.346
S 0.660 -1.089 -4.756
C 0.939 2.156 -2.906
C 0.698 2.934 -1.812
C 0.010 4.136 -2.132
C -0.261 4.246 -3.462
S 0.319 2.892 -4.333
H 3.261 -1.279 -1.853
H 5.704 -0.651 -1.057
H 6.139 1.925 -1.281
H 3.193 1.411 -5.247
H 2.786 0.003 -7.450
H 0.940 -1.823 -7.072
H 0.999 2.638 -0.815
H -0.276 4.879 -1.400
H -0.775 5.046 -3.972
Cl 4.393 -1.368 1.870
C 3.687 0.239 2.156
Cl 4.966 1.467 2.208
C 2.533 0.634 1.177
O 1.965 -0.391 0.666
O 2.246 1.814 1.115
H 3.260 0.200 3.154

Atomic partial charges in e from the natural (NBO) method, atoms 1 to 2: number 1, Pt, carries 1.00; number 2, Cl, carries -0.05

The following is a quantum chemistry calculation of the molecule C3H4N2O2S at a distorted geometry, from OMol25.

Values from the calculation:
- Frontier orbital gap: 8.71 eV
- E_tot: -21083.66958 eV
- HOMO level: -8.11 eV
- SMILES: [H]/N=c1\oc(S)cn1O

Positions of all 12 atoms, in Å:
C 1.335 -0.123 -0.092
C 0.491 -1.169 -0.075
C -0.752 0.712 -0.063
H 3.275 0.333 1.134
H 0.688 -2.230 -0.127
H -2.618 -0.568 -0.172
H -1.570 2.452 -0.143
N -0.780 -0.658 -0.095
N -1.739 1.485 -0.123
O -1.978 -1.293 -0.038
O 0.586 1.065 -0.039
S 3.063 -0.008 -0.168

Atomic partial charges in e from the natural (NBO) method, atoms 1 to 2: number 1, C, carries 0.01; number 2, C, carries -0.07

The energy relative to the best compared isomer or geometry (same formula, charge and spin) results, record by record, are as follows: 448.5; 624.2; 0.0; 305.1 kJ/mol.